1.
Formula: C48H57KN7O3S
Source: OMol25
Level of theory: the ωB97M-V functional and the def2-TZVPD basis

## Properties
E_HOMO (alpha / beta) = -3.6 / -3.6 eV
Kohn-Sham gap (alpha / beta) = 0.1614 / 0.1614 hartree
spin multiplicity = 1
net charge = -1

Element x y z (Å)
1 K -3.733 -21.553 3.688
2 C -8.339 -26.991 5.861
3 C -7.267 -26.047 6.386
4 C -7.304 -24.725 5.729
5 C -7.904 -23.523 6.043
6 C -8.662 -23.242 7.328
7 C -8.306 -21.949 7.953
8 C -7.549 -22.497 5.109
9 C -7.702 -21.082 5.114
10 C -6.565 -20.285 5.522
11 C -6.608 -18.850 5.406
12 C -7.685 -18.002 4.832
13 C -7.640 -17.897 3.256
14 C -5.415 -18.374 5.896
15 C -4.681 -19.550 6.402
16 C -3.412 -19.599 7.029
17 C -2.358 -20.525 6.880
18 N -2.608 -21.861 6.736
19 C -1.381 -22.430 6.439
20 C -1.229 -23.761 6.046
21 C -2.339 -24.627 5.723
22 N -3.422 -24.140 5.056
23 C -4.199 -25.224 4.722
24 C -5.408 -25.177 3.962
25 C -6.467 -24.452 4.504
26 N -6.784 -23.120 4.108
27 C -3.523 -26.491 5.080
28 C -2.417 -26.075 5.763
29 C -1.330 -26.864 6.409
30 C -1.237 -26.710 7.962
31 C -3.971 -27.929 4.716
32 C -4.164 -28.069 3.123
33 C -0.279 -21.422 6.506
34 C -0.922 -20.220 6.783
35 C -0.382 -18.850 6.963
36 C -0.072 -18.058 5.649
37 C 1.180 -21.653 6.467
38 C 1.713 -22.640 7.551
39 N -5.342 -20.720 5.975
40 C -4.834 -16.973 5.865
41 C -3.340 -16.838 5.940
42 H -8.284 -27.843 6.540
43 H -9.287 -26.510 5.987
44 H -8.188 -27.350 4.821
45 H -7.431 -25.948 7.501
46 H -6.258 -26.523 6.310
47 H -9.765 -23.300 7.118
48 H -8.435 -24.081 7.989
49 H -8.849 -21.069 7.554
50 H -8.591 -21.992 9.035
51 H -7.202 -21.785 7.928
52 H -8.558 -20.619 4.574
53 H -8.675 -18.377 5.154
54 H -7.605 -16.971 5.180
55 H -7.477 -18.915 2.882
56 H -8.565 -17.447 2.878
57 H -6.789 -17.271 2.975
58 H -3.279 -18.834 7.734
59 H -0.237 -24.203 5.898
60 H -5.462 -25.454 2.882
61 H -1.592 -27.872 6.040
62 H -0.352 -26.605 5.978
63 H -2.221 -26.688 8.347
64 H -0.694 -27.583 8.369
65 H -0.689 -25.758 8.135
66 H -3.284 -28.709 5.027
67 H -4.923 -28.095 5.188
68 H -4.267 -29.129 2.821
69 H -5.107 -27.645 2.841
70 H -3.423 -27.501 2.600
71 H -1.095 -18.251 7.496
72 H 0.529 -18.848 7.632
73 H -0.786 -18.274 4.796
74 H -0.041 -16.982 5.847
75 H 0.892 -18.388 5.205
76 H 1.453 -22.042 5.460
77 H 1.720 -20.685 6.482
78 H 2.760 -22.457 7.653
79 H 1.296 -22.476 8.543
80 H 1.446 -23.653 7.290
81 H -5.223 -16.487 4.975
82 H -5.295 -16.405 6.723
83 H -2.790 -17.735 5.542
84 H -3.036 -15.998 5.269
85 H -2.900 -16.626 6.911
86 C -4.438 -19.115 -0.955
87 C -3.639 -19.596 0.327
88 O -4.279 -20.089 1.274
89 C -2.169 -19.288 0.257
90 C -1.470 -19.090 -0.945
91 C -0.138 -18.732 -0.936
92 C 0.561 -18.405 0.249
93 C -0.015 -18.578 1.450
94 C -1.422 -19.096 1.497
95 O -1.808 -19.344 2.684
96 H -5.396 -18.809 -0.566
97 H -4.679 -19.877 -1.666
98 H -3.807 -18.321 -1.340
99 H -1.965 -19.191 -1.901
100 H 0.342 -18.583 -1.889
101 H 1.516 -17.884 0.161
102 H 0.452 -18.463 2.405
103 O -5.982 -23.217 2.110
104 N -6.161 -22.464 3.043
105 C -3.204 -23.179 -1.764
106 N -3.950 -24.408 -1.629
107 C -4.937 -24.853 -2.529
108 C -5.217 -26.124 -2.264
109 N -4.521 -26.491 -1.090
110 C -3.688 -25.407 -0.721
111 S -2.655 -25.346 0.557
112 H -2.442 -23.296 -2.591
113 H -2.748 -23.034 -0.761
114 H -3.801 -22.264 -1.968
115 H -5.167 -24.237 -3.371
116 H -6.012 -26.726 -2.652
117 H -4.396 -27.469 -0.787

Here are the Löwdin charges for atoms 1 to 99, given in e: atom 1 (K): 0.7118, atom 2 (C): -0.0978, atom 3 (C): -0.2140, atom 4 (C): -0.0992, atom 5 (C): -0.1296, atom 6 (C): -0.2139, atom 7 (C): -0.1269, atom 8 (C): -0.1570, atom 9 (C): 0.0008, atom 10 (C): -0.2759, atom 11 (C): -0.1606, atom 12 (C): -0.1936, atom 13 (C): -0.0731, atom 14 (C): -0.0957, atom 15 (C): -0.1888, atom 16 (C): -0.0044, atom 17 (C): -0.2266, atom 18 (N): 0.1284, atom 19 (C): -0.2319, atom 20 (C): 0.0469, atom 21 (C): -0.2070, atom 22 (N): 0.1123, atom 23 (C): -0.2124, atom 24 (C): 0.0053, atom 25 (C): -0.1198, atom 26 (N): 0.0168, atom 27 (C): -0.1053, atom 28 (C): -0.1722, atom 29 (C): -0.1989, atom 30 (C): -0.0737, atom 31 (C): -0.1361, atom 32 (C): -0.0837, atom 33 (C): -0.1199, atom 34 (C): -0.1174, atom 35 (C): -0.1948, atom 36 (C): -0.0915, atom 37 (C): -0.1932, atom 38 (C): -0.0815, atom 39 (N): 0.0817, atom 40 (C): -0.1906, atom 41 (C): -0.1235, atom 42 (H): 0.0652, atom 43 (H): 0.0624, atom 44 (H): 0.0847, atom 45 (H): 0.1222, atom 46 (H): 0.1063, atom 47 (H): 0.1246, atom 48 (H): 0.0951, atom 49 (H): 0.0766, atom 50 (H): 0.0771, atom 51 (H): 0.0959, atom 52 (H): 0.1110, atom 53 (H): 0.1051, atom 54 (H): 0.0967, atom 55 (H): 0.0670, atom 56 (H): 0.0623, atom 57 (H): 0.0652, atom 58 (H): 0.0834, atom 59 (H): 0.1023, atom 60 (H): 0.1093, atom 61 (H): 0.0945, atom 62 (H): 0.1074, atom 63 (H): 0.0540, atom 64 (H): 0.0678, atom 65 (H): 0.0719, atom 66 (H): 0.0843, atom 67 (H): 0.0762, atom 68 (H): 0.0681, atom 69 (H): 0.0315, atom 70 (H): 0.0216, atom 71 (H): 0.0728, atom 72 (H): 0.1214, atom 73 (H): 0.0670, atom 74 (H): 0.0628, atom 75 (H): 0.0660, atom 76 (H): 0.1212, atom 77 (H): 0.1052, atom 78 (H): 0.0515, atom 79 (H): 0.0745, atom 80 (H): 0.0467, atom 81 (H): 0.0978, atom 82 (H): 0.1277, atom 83 (H): 0.0709, atom 84 (H): 0.0848, atom 85 (H): 0.0658, atom 86 (C): -0.0181, atom 87 (C): -0.3527, atom 88 (O): -0.0485, atom 89 (C): -0.1200, atom 90 (C): -0.1007, atom 91 (C): -0.1461, atom 92 (C): -0.1375, atom 93 (C): -0.0250, atom 94 (C): -0.3571, atom 95 (O): -0.1152, atom 96 (H): 0.0654, atom 97 (H): 0.0457, atom 98 (H): 0.0587, atom 99 (H): 0.0937

***

2.
Formula: C48H57MoN2P3S2
Source: OMol25
Level of theory: the ωB97M-V functional and the def2-TZVPD basis

## Properties
E_HOMO (alpha / beta) = -6.4 / -6.8 eV
Kohn-Sham gap (alpha / beta) = 0.2434 / 0.2432 hartree
spin multiplicity = 3

Element x y z (Å)
1 Mo 0.236 0.168 1.122
2 C -0.540 2.985 3.226
3 P 0.536 2.567 1.797
4 C 2.044 3.438 2.346
5 C 2.067 4.830 2.314
6 C 3.145 5.522 2.847
7 C 4.198 4.830 3.429
8 C 4.168 3.443 3.476
9 C 3.097 2.749 2.934
10 C -0.129 3.641 0.474
11 C -1.510 3.838 0.403
12 C -2.052 4.680 -0.554
13 C -1.220 5.333 -1.455
14 C 0.150 5.129 -1.400
15 C 0.696 4.284 -0.442
16 C -1.221 1.740 3.654
17 C -1.994 1.536 4.767
18 C -2.140 0.135 4.909
19 C -1.446 -0.431 3.874
20 C -1.247 -1.857 3.517
21 P -1.351 -1.773 1.708
22 C -3.124 -1.392 1.519
23 C -3.477 -0.173 0.948
24 C -4.805 0.219 0.873
25 C -5.797 -0.607 1.379
26 C -5.455 -1.815 1.972
27 C -4.126 -2.201 2.051
28 C -1.078 -3.519 1.277
29 C -2.072 -4.425 0.933
30 C -1.757 -5.759 0.705
31 C -0.447 -6.194 0.813
32 C 0.554 -5.293 1.156
33 C 0.242 -3.965 1.393
34 N -0.893 0.537 3.051
35 H -1.204 3.819 2.991
36 H 0.134 3.325 4.015
37 H 1.249 5.384 1.870
38 H 3.158 6.604 2.809
39 H 5.040 5.370 3.842
40 H 4.980 2.893 3.933
41 H 3.079 1.669 2.978
42 H -2.167 3.330 1.101
43 H -3.123 4.829 -0.595
44 H -1.641 6.000 -2.197
45 H 0.803 5.633 -2.102
46 H 1.768 4.140 -0.391
47 H -2.361 2.305 5.428
48 H -2.675 -0.399 5.677
49 H -2.022 -2.506 3.925
50 H -0.266 -2.246 3.803
51 H -2.701 0.481 0.564
52 H -5.061 1.171 0.428
53 H -6.835 -0.306 1.324
54 H -6.224 -2.453 2.387
55 H -3.873 -3.132 2.543
56 H -3.094 -4.093 0.802
57 H -2.540 -6.453 0.429
58 H -0.202 -7.232 0.628
59 H 1.581 -5.624 1.237
60 H 1.027 -3.259 1.647
61 S 1.866 -0.675 2.669
62 C 3.409 -0.605 1.816
63 C 4.476 -1.375 2.282
64 C 5.728 -1.279 1.702
65 C 5.932 -0.397 0.646
66 C 4.882 0.372 0.178
67 C 3.609 0.275 0.749
68 S 2.305 1.242 0.088
69 H 4.307 -2.050 3.112
70 H 6.543 -1.887 2.073
71 H 6.908 -0.311 0.187
72 H 5.031 1.058 -0.646
73 C 1.536 -1.109 -4.661
74 C 1.562 -1.332 -3.141
75 C 2.809 -0.634 -2.590
76 C 1.812 -2.829 -2.888
77 P -0.021 -0.784 -2.249
78 N 0.143 -0.639 -0.676
79 C -0.584 0.860 -2.987
80 C -1.554 1.534 -2.012
81 C -1.274 0.802 -4.356
82 C 0.629 1.791 -3.106
83 C -1.312 -2.097 -2.709
84 C -1.459 -2.479 -4.190
85 C -2.673 -1.583 -2.224
86 C -1.014 -3.403 -1.957
87 H 2.413 -1.611 -5.078
88 H 1.615 -0.057 -4.928
89 H 0.662 -1.525 -5.156
90 H 3.663 -0.996 -3.170
91 H 2.973 -0.898 -1.551
92 H 2.785 0.448 -2.666
93 H 2.848 -3.039 -3.164
94 H 1.182 -3.471 -3.498
95 H 1.692 -3.098 -1.838
96 H -2.501 1.010 -1.909
97 H -1.760 2.540 -2.385
98 H -1.111 1.643 -1.021
99 H -2.248 0.318 -4.311
100 H -0.677 0.321 -5.128
101 H -1.446 1.834 -4.676
102 H 1.221 1.811 -2.193
103 H 0.262 2.803 -3.286
104 H 1.279 1.526 -3.938
105 H -1.639 -1.642 -4.858
106 H -2.323 -3.147 -4.266
107 H -0.600 -3.039 -4.557
108 H -3.067 -0.792 -2.861
109 H -2.628 -1.211 -1.204
110 H -3.389 -2.408 -2.250
111 H -0.398 -4.077 -2.543
112 H -1.958 -3.916 -1.770
113 H -0.530 -3.238 -1.001

Here are the Löwdin charges for atoms 1 to 99, given in e: atom 1 (Mo): 0.8712, atom 2 (C): -0.2449, atom 3 (P): 0.9076, atom 4 (C): -0.3739, atom 5 (C): -0.0949, atom 6 (C): -0.0788, atom 7 (C): -0.0848, atom 8 (C): -0.0637, atom 9 (C): -0.0967, atom 10 (C): -0.3743, atom 11 (C): -0.1133, atom 12 (C): -0.0866, atom 13 (C): -0.0868, atom 14 (C): -0.0784, atom 15 (C): -0.1189, atom 16 (C): -0.3975, atom 17 (C): -0.0641, atom 18 (C): -0.0562, atom 19 (C): -0.4333, atom 20 (C): -0.2744, atom 21 (P): 0.9886, atom 22 (C): -0.3400, atom 23 (C): -0.1174, atom 24 (C): -0.0677, atom 25 (C): -0.0772, atom 26 (C): -0.0708, atom 27 (C): -0.0949, atom 28 (C): -0.3660, atom 29 (C): -0.1084, atom 30 (C): -0.0803, atom 31 (C): -0.0800, atom 32 (C): -0.0703, atom 33 (C): -0.1057, atom 34 (N): -0.1495, atom 35 (H): 0.0868, atom 36 (H): 0.0978, atom 37 (H): 0.1072, atom 38 (H): 0.1022, atom 39 (H): 0.1009, atom 40 (H): 0.1077, atom 41 (H): 0.0526, atom 42 (H): 0.1066, atom 43 (H): 0.1067, atom 44 (H): 0.1036, atom 45 (H): 0.1082, atom 46 (H): 0.0972, atom 47 (H): 0.0965, atom 48 (H): 0.0971, atom 49 (H): 0.0958, atom 50 (H): 0.0662, atom 51 (H): 0.0689, atom 52 (H): 0.1050, atom 53 (H): 0.1036, atom 54 (H): 0.1049, atom 55 (H): 0.1023, atom 56 (H): 0.0931, atom 57 (H): 0.1054, atom 58 (H): 0.1024, atom 59 (H): 0.1063, atom 60 (H): 0.0732, atom 61 (S): 0.6198, atom 62 (C): -0.6681, atom 63 (C): -0.1285, atom 64 (C): -0.1024, atom 65 (C): -0.0983, atom 66 (C): -0.1270, atom 67 (C): -0.6600, atom 68 (S): 0.6388, atom 69 (H): 0.0967, atom 70 (H): 0.0969, atom 71 (H): 0.0980, atom 72 (H): 0.1018, atom 73 (C): -0.0786, atom 74 (C): -0.5825, atom 75 (C): -0.1148, atom 76 (C): -0.0881, atom 77 (P): 0.9147, atom 78 (N): -0.4428, atom 79 (C): -0.5792, atom 80 (C): -0.1012, atom 81 (C): -0.0767, atom 82 (C): -0.0929, atom 83 (C): -0.5735, atom 84 (C): -0.0800, atom 85 (C): -0.0867, atom 86 (C): -0.0970, atom 87 (H): 0.0921, atom 88 (H): 0.0639, atom 89 (H): 0.0545, atom 90 (H): 0.0909, atom 91 (H): 0.0528, atom 92 (H): 0.0463, atom 93 (H): 0.0893, atom 94 (H): 0.0601, atom 95 (H): 0.0828, atom 96 (H): 0.0646, atom 97 (H): 0.0834, atom 98 (H): 0.0288, atom 99 (H): 0.0641

***

E_tot, respectively: -3470.1760, -3861.4825 Ha.
Relative energy (zero: lowest compared OMol25 entry of this formula, charge and spin), respectively: 468.7, 24.4 kJ/mol.